Entry 1:
Below is C28H15BrCl5F3MnNS2 as an isolated structure, with properties calculated with ωB97M-V with the def2-TZVPD basis set.

Computed properties:
**E**: -8252.664584 Ha
**Gap between HOMO and LUMO (alpha / beta)**: 7.265 / 7.953 eV
**Molecular weight**: 798.7 g mol⁻¹
**HOMO energy (alpha / beta)**: -8.2 / -8.3 eV
**Lowest unoccupied orbital energy (alpha / beta)**: -0.9069 / -0.3233 eV
**Energy relative to the best compared isomer or geometry (same formula, charge and spin)**: 2.3 kJ/mol
**Strongest force on any atom**: 0.470 eV/A
**2S+1**: 5

Cartesian coordinates (Å):
Mn1 -1.84811 0.00831 0.63914
Cl1 0.96152 -1.68703 2.94541
C1 -0.75177 -1.93003 3.27045
C2 -1.67075 -1.28149 2.47358
C3 -2.99657 -1.55976 2.74575
Cl2 -4.12706 -0.80107 1.63737
C4 -3.42979 -2.39526 3.75969
Cl3 -5.11248 -2.67617 4.01490
C5 -2.46836 -3.00642 4.56676
Cl4 -2.96142 -4.03457 5.85114
C6 -1.11552 -2.77916 4.31854
Cl5 0.07618 -3.54318 5.30146
Br1 -3.36929 1.43479 -1.36954
C7 -3.34025 -0.08632 -2.49690
C8 -4.02607 -0.01622 -3.67291
C9 -4.02622 -1.13209 -4.53753
C10 -3.35030 -2.26051 -4.19022
C11 -2.63554 -2.34130 -2.97029
C12 -1.94138 -3.52627 -2.62276
C13 -1.24754 -3.60557 -1.45459
C14 -1.21460 -2.50093 -0.57562
C15 -1.88954 -1.34130 -0.85690
C16 -2.61219 -1.23507 -2.08112
H1 -4.56561 0.88236 -3.93672
H2 -4.56918 -1.08047 -5.47192
H3 -3.34848 -3.12249 -4.84651
H4 -1.97061 -4.36443 -3.30855
H5 -0.71293 -4.51052 -1.19508
H6 -0.63168 -2.58134 0.33408
S1 -2.17727 2.25063 1.82039
C17 -0.56726 2.49352 2.26132
N1 0.24726 1.59013 2.76536
C18 1.66261 1.92103 2.79384
C19 1.71407 3.44231 2.90783
S2 0.21807 4.02498 2.05173
H7 -0.06755 0.62619 2.82291
H8 2.12532 1.56771 1.86722
H9 2.13990 1.43482 3.64212
H10 2.58789 3.85597 2.41183
H11 1.69019 3.77754 3.94286
F1 6.60045 1.86869 -3.31175
C20 6.11244 2.61529 -2.30422
F2 6.16449 3.89678 -2.69851
F3 6.97927 2.48460 -1.27920
C21 4.72803 2.18795 -1.91334
C22 4.50198 0.84708 -1.62263
C23 3.24777 0.43012 -1.22447
C24 2.20373 1.35300 -1.10463
C25 2.43837 2.69396 -1.41266
C26 3.69656 3.10980 -1.81684
C27 0.91737 0.93546 -0.63477
C28 -0.14339 0.58992 -0.15283
H12 5.31042 0.13226 -1.70815
H13 3.06148 -0.61066 -0.99725
H14 1.62752 3.40472 -1.32538
H15 3.87577 4.14969 -2.05184

Mulliken atomic charges, in units of e: Mn -0.42; Cl -0.16; C 1.19; C -1.78; C 1.43; Cl -0.20; C -0.49; Cl -0.20; C 0.70; Cl -0.19; C -0.41; Cl -0.20; Br -0.10; C 0.62; C -0.69; C -0.54; C -0.93; C 1.12; C -0.75; C -1.05; C 0.37; C -0.39; C 0.56; H 0.42; H 0.39; H 0.37; H 0.37; H 0.42; H 0.37; S -0.33; C 0.41; N 0.06; C -0.35; C -0.65; S -0.10; H -0.07; H 0.05; H 0.38; H 0.41; H 0.39; F -0.26; C 0.86; F -0.28; F -0.26; C 0.34; C -0.85; C -0.46; C -0.04; C -0.47; C -0.64; C 0.56; C -0.41; H 0.39; H 0.51; H 0.52; H 0.46

=====

Entry 2:
Below is C12H33AgN6O12 as an isolated structure, with properties calculated with ωB97M-V with the def2-TZVPD basis set.

Computed properties:
**E**: -1854.782310 Ha
**Gap between HOMO and LUMO (alpha / beta)**: 5.717 / 2.640 eV
**Molecular weight**: 561.3 g mol⁻¹
**HOMO energy (alpha / beta)**: -4.3 / -4.3 eV
**Lowest unoccupied orbital energy (alpha / beta)**: 1.4098 / -1.6282 eV
**Energy relative to the best compared isomer or geometry (same formula, charge and spin)**: 691.3 kJ/mol
**Charge**: -1
**Strongest force on any atom**: 4.129 eV/A
**2S+1**: 2

Cartesian coordinates (Å):
Ag1 4.75522 3.28456 -8.41648
N1 1.54019 1.14667 -6.21666
O1 2.56513 1.74332 -6.41915
O2 0.53095 1.57662 -6.74862
O3 1.49663 0.40347 -5.20796
N2 5.18754 -1.29511 -8.76349
O4 5.60271 -0.17525 -8.77541
O5 3.98621 -1.50979 -8.83945
O6 5.93611 -2.25588 -8.78952
N3 1.55026 2.37868 -11.41821
O7 1.62672 1.21542 -11.88069
O8 2.45066 2.78116 -10.71921
O9 0.62375 3.14410 -11.75506
C1 8.59317 4.01664 -3.93877
C2 8.51790 3.68286 -5.42482
C3 9.58764 2.65851 -5.78144
O10 9.65553 2.52202 -7.17008
C4 10.00026 1.16262 -7.60542
N4 7.14220 3.33308 -5.85546
H1 8.56198 3.16547 -3.25860
H2 7.84780 4.70803 -3.54572
H3 9.60208 4.37877 -3.74110
H4 8.77746 4.59036 -5.96997
H5 9.47193 1.69581 -5.28353
H6 10.61931 2.98299 -5.64551
H7 10.15174 1.04888 -8.67884
H8 9.27653 0.40145 -7.31397
H9 11.05520 0.97725 -7.40335
H10 6.52315 3.90843 -5.30242
H11 7.22423 2.42060 -5.43032
C5 8.89514 5.33258 -11.55339
C6 7.46595 5.49613 -11.00391
C7 6.54714 6.11209 -12.12214
O11 5.22113 6.39180 -11.69632
C8 4.46431 6.79130 -12.78011
N5 6.97746 4.22716 -10.63143
H12 9.63022 4.97900 -10.83038
H13 9.35516 6.29028 -11.79691
H14 8.92863 4.65513 -12.40663
H15 7.40207 6.08236 -10.08722
H16 6.54286 5.35482 -12.90611
H17 6.95018 6.94663 -12.69589
H18 3.40875 6.99815 -12.60371
H19 4.40073 5.96667 -13.49005
H20 4.85056 7.64662 -13.33449
H21 7.79078 3.73301 -10.29317
H22 6.83506 3.80807 -11.53927
C9 4.26600 8.73641 -7.16693
C10 4.50256 7.37824 -6.53530
C11 3.65837 7.09408 -5.27045
O12 4.13206 5.78339 -4.76109
C12 3.44767 5.27632 -3.68351
N6 4.12736 6.33336 -7.50730
H23 4.52235 9.53840 -6.47469
H24 3.19536 8.93947 -7.19153
H25 4.67213 8.97794 -8.14918
H26 5.54387 7.23276 -6.24789
H27 2.57771 7.19846 -5.36725
H28 3.89107 7.95458 -4.64314
H29 3.80259 5.55692 -2.69185
H30 3.76254 4.23283 -3.67455
H31 2.37208 5.20854 -3.84666
H32 4.13284 6.90100 -8.34267
H33 3.15486 6.21293 -7.26268

Mulliken atomic charges, in units of e: Ag 0.88; N 0.97; O -0.49; O -0.54; O -0.56; N 1.13; O -0.53; O -0.43; O -0.55; N 0.92; O -0.64; O -0.61; O -0.65; C -1.49; C 0.39; C -1.02; O -0.27; C -0.85; N -0.28; H 0.37; H 0.36; H 0.41; H 0.17; H 0.47; H 0.38; H 0.27; H 0.36; H 0.33; H 0.09; H 0.32; C -1.46; C 0.22; C -0.97; O -0.20; C -0.88; N -0.35; H 0.40; H 0.39; H 0.37; H 0.25; H 0.40; H 0.45; H 0.29; H 0.35; H 0.34; H 0.16; H 0.28; C -1.58; C 0.26; C -0.88; O -0.20; C -0.83; N -0.27; H 0.41; H 0.42; H 0.39; H 0.18; H 0.45; H 0.34; H 0.33; H 0.27; H 0.33; H 0.12; H 0.31